Entry 1:
Formula: F24InP4
Source: the Open Molecules 2025 dataset
Level of theory: ωB97M-V/def2-TZVPD

Atoms and positions in Å:
In: -0.619 -0.239 0.621
P: 0.573 -3.693 1.366
F: 1.214 -2.262 1.896
F: -0.917 -2.954 1.640
F: 0.613 -2.938 -0.121
F: -0.222 -5.029 0.845
F: 1.972 -4.323 1.112
F: 0.470 -4.374 2.866
P: -2.468 2.998 1.110
F: -2.567 3.667 2.585
F: -0.936 2.640 1.335
F: -2.635 1.522 1.807
F: -2.376 2.281 -0.333
F: -4.103 3.099 1.010
F: -2.169 4.379 0.408
P: -0.739 -0.661 -3.073
F: -0.779 -1.741 -1.848
F: 0.486 0.145 -2.282
F: 0.248 -1.689 -3.859
F: -0.759 0.406 -4.285
F: -2.068 -1.257 -3.709
F: -1.821 0.172 -2.293
P: 2.836 1.427 0.444
F: 1.354 1.943 0.103
F: 2.370 -0.008 -0.194
F: 3.354 1.955 -1.004
F: 4.274 0.908 0.930
F: 3.230 2.824 1.132
F: 2.186 0.801 1.790

Summary:
- Net charge: -2
- Relative energy (zero: lowest compared OMol25 entry of this formula, charge and spin): 0.0 kJ/mol
- Frontier orbital gap (alpha / beta): 0.4186 / 0.2211 Eh
- 2S+1: 2

Atomic partial charges in e from the Löwdin method, atoms 1 to 8:
1. In 1.581
2. P 0.236
3. F -0.213
4. F -0.254
5. F -0.210
6. F -0.170
7. F -0.098
8. F -0.182

---

Entry 2:
Formula: F2H10HfO5Pb
Source: the Open Molecules 2025 dataset
Level of theory: ωB97M-V/def2-TZVPD

Atoms and positions in Å:
Pb: -0.092 -0.616 -2.252
Hf: 0.973 1.705 1.633
F: -0.207 0.285 0.146
F: 2.716 0.469 0.463
O: -0.338 1.894 -2.660
H: -0.659 2.571 -3.255
H: 0.092 2.379 -1.955
O: 1.220 -2.161 -0.547
H: 0.986 -1.932 0.353
H: 1.412 -3.098 -0.514
O: -1.243 2.672 0.866
H: -1.439 3.595 0.710
H: -1.902 2.197 0.359
O: -1.792 -2.284 -0.864
H: -1.866 -3.210 -0.632
H: -1.773 -1.827 -0.023
O: 1.173 -0.525 2.627
H: 2.080 -0.800 2.756
H: 0.657 -1.314 2.790

Summary:
- Net charge: +4
- Frontier orbital gap: 0.1910 Eh

Atomic partial charges in e from the Löwdin method, atoms 1 to 8:
1. Pb 1.896
2. Hf 2.580
3. F -0.536
4. F -0.372
5. O -0.153
6. H 0.110
7. H 0.034
8. O -0.129

---

Entry 3:
Formula: F2H2NO9PS2Tl
Source: the Open Molecules 2025 dataset
Level of theory: ωB97M-V/def2-TZVPD

Atoms and positions in Å:
Tl: 30.068 -2.328 -5.471
N: 27.616 -3.791 -4.856
S: 27.450 -4.955 -3.790
O: 27.346 -6.279 -4.299
O: 26.634 -4.649 -2.659
F: 28.929 -4.870 -3.164
S: 26.098 -3.613 -5.434
O: 25.257 -2.822 -4.612
O: 25.550 -4.710 -6.148
F: 26.530 -2.640 -6.631
P: 31.754 -3.784 -7.806
O: 31.707 -2.287 -7.626
O: 33.143 -4.392 -7.575
O: 31.876 -4.263 -9.254
O: 30.680 -4.458 -6.985
O: 32.647 -0.944 -5.255
H: 33.030 -0.852 -6.135
H: 33.374 -0.827 -4.637

Summary:
- Net charge: -1
- Relative energy (zero: lowest compared OMol25 entry of this formula, charge and spin): 0.0 kJ/mol
- Frontier orbital gap: 0.1833 Eh

Atomic partial charges in e from the Löwdin method, atoms 1 to 8:
1. Tl 1.050
2. N -0.394
3. S 0.436
4. O -0.271
5. O -0.287
6. F -0.222
7. S 0.470
8. O -0.271

---

Entry 4:
Formula: F2H2O2P
Source: the Open Molecules 2025 dataset
Level of theory: ωB97M-V/def2-TZVPD

Atoms and positions in Å:
O: 1.842 -1.017 0.172
O: -0.438 1.434 0.059
F: -1.122 -0.493 -1.346
F: -1.469 -0.615 1.125
P: -0.460 -0.082 0.024
H: 1.966 -1.569 -0.650
H: -0.319 2.341 0.616

Summary:
- Net charge: +1
- Frontier orbital gap (alpha / beta): 0.4398 / 0.3565 Eh
- 2S+1: 3

Listed below, in e, are the Löwdin charges computed for each atom:
1. O 0.084
2. O -0.108
3. F -0.083
4. F -0.095
5. P 0.850
6. H 0.095
7. H 0.256

---

Quick rundown of E, same order as above: -107573.944; -22338.898; -61038.804; -18841.037 eV